1.
This record from OMol25 describes a cluster of 2 separate species, C2H5NS in total in a non-equilibrium geometry. The level of theory is ωB97M-V with the def2-TZVPD basis set.

multiplicity: 1
largest force on an atom: 4.135 eV/Å
LUMO level (alpha / beta): -0.1 / 0.0 eV
ΔE to the lowest compared entry with this formula, charge and spin: 112.4 kcal per mole
total charge: 0
molecular weight: 75.14 Da
HOMO level (alpha / beta): -8.4 / -8.4 eV

Each line ends with the Mulliken charge.
Element x y z (Å)
C 0.06061 -1.50741 0.20298  -0.129
C -0.31659 0.88991 0.08187  -0.775
N 0.85756 -1.73072 -0.96080  -0.403
S -0.73896 -2.40720 -1.03870  -0.060
H 0.49506 -1.92408 1.06229  0.228
H -0.75299 1.35032 0.95506  0.288
H -1.00479 0.61695 -0.72301  0.263
H 0.70644 0.97981 -0.10222  0.311
H 0.93762 -0.94680 -1.51554  0.276

Forces on atoms 1 to 2 (eV/Å):
C 0.0 3.4 -1.3
C -1.4 -3.9 0.2

=====

2.
This record from OMol25 describes an isolated molecule of C2H5NS2 in a non-equilibrium geometry. The level of theory is ωB97M-V with the def2-TZVPD basis set.

multiplicity: 1
SMILES: CN(S)C=S
largest force on an atom: 2.750 eV/Å
LUMO level: 0.7 eV
ΔE to the lowest compared entry with this formula, charge and spin: 32.1 kcal per mole
total charge: 0
molecular weight: 107.20 Da
HOMO level: -8.6 eV

Each line ends with the Mulliken charge.
Element x y z (Å)
C 1.19840 -0.63092 0.06951  -0.738
N 0.08816 0.27459 -0.05270  0.010
S 0.22783 2.00340 0.00421  -0.034
C -1.13825 -0.26604 -0.08197  0.087
S -2.58623 0.55090 0.04010  -0.423
H 0.78376 -1.51681 -0.40945  0.298
H 1.55157 -0.93947 1.09101  0.260
H 2.06534 -0.24605 -0.52568  0.304
H -1.05122 2.15473 0.00397  0.068
H -1.13935 -1.38432 -0.13902  0.169

Forces on atoms 1 to 2 (eV/Å):
C 1.3 -0.3 -0.6
N -1.3 0.3 0.5

=====

3.
This record from OMol25 describes an isolated molecule of C2H5NS2 in a non-equilibrium geometry. The level of theory is ωB97M-V with the def2-TZVPD basis set.

multiplicity: 1
SMILES: CSNC=S
largest force on an atom: 3.785 eV/Å
LUMO level: 0.2 eV
ΔE to the lowest compared entry with this formula, charge and spin: 68.8 kcal per mole
total charge: 0
molecular weight: 107.20 Da
HOMO level: -8.8 eV

Each line ends with the Mulliken charge.
Element x y z (Å)
C 1.84633 0.45570 -0.26338  -0.710
S 0.52293 -0.94358 0.07052  -0.043
N -0.92450 -0.05646 0.66774  -0.240
C -1.96730 -0.60209 -0.17111  -0.060
S -3.49953 -0.08608 -0.08945  -0.293
H 2.23716 1.29277 0.51432  0.273
H 1.33966 1.23809 -1.10975  0.244
H 2.79440 -0.23049 -0.41123  0.255
H -0.92409 0.21615 1.65446  0.267
H -1.42505 -1.28401 -0.86212  0.305

Forces on atoms 1 to 2 (eV/Å):
C -0.2 1.7 -0.3
S 1.6 2.9 1.8

=====

4.
This record from OMol25 describes an isolated molecule of C2H5NSi in a non-equilibrium geometry. The level of theory is ωB97M-V with the def2-TZVPD basis set.

multiplicity: 1
SMILES: [H]/N=C1/C[SiH2]1
largest force on an atom: 5.444 eV/Å
LUMO level: 0.4 eV
ΔE to the lowest compared entry with this formula, charge and spin: 62.9 kcal per mole
total charge: 0
molecular weight: 71.15 Da
HOMO level: -8.5 eV

Each line ends with the Mulliken charge.
Element x y z (Å)
H 1.41921 -0.96279 1.91815  0.284
N 0.54949 -0.44247 1.81764  -0.599
C 0.23341 -0.07219 0.66530  0.332
C -0.96280 0.66106 0.06248  -0.790
Si 0.19545 -0.20895 -1.19984  0.366
H -2.11731 0.29306 0.43969  0.219
H -0.82841 1.62311 0.29898  0.330
H 1.45508 0.39775 -1.85317  -0.072
H 0.05588 -1.28858 -2.14924  -0.071

Forces on atoms 1 to 2 (eV/Å):
H -0.1 -0.1 -0.5
N -0.3 0.7 0.9

=====

5.
This record from OMol25 describes a cluster of 2 separate species, C2H5O in total in a non-equilibrium geometry. The level of theory is ωB97M-V with the def2-TZVPD basis set.

multiplicity: 1
largest force on an atom: 4.217 eV/Å
LUMO level: 4.4 eV
ΔE to the lowest compared entry with this formula, charge and spin: 29.5 kcal per mole
total charge: -1
molecular weight: 45.06 Da
HOMO level: -2.1 eV

Each line ends with the Mulliken charge.
Element x y z (Å)
O 0.47576 1.62127 -1.49110  -1.120
H 0.15173 1.07424 -2.19009  0.143
C -0.63709 -1.40049 1.08878  -0.459
C 0.13082 -0.36353 0.62562  -0.509
H -1.47995 -1.04624 1.71854  0.211
H -0.24308 -2.43524 1.18531  0.231
H -0.30565 0.59070 0.57378  0.227
H 1.10853 -0.56944 0.35485  0.278

Forces on atoms 1 to 2 (eV/Å):
O 0.3 0.6 0.8
H -0.4 -0.6 -0.8

=====

6.
This record from OMol25 describes a cluster of 2 separate species, C2H5O in total in a non-equilibrium geometry. The level of theory is ωB97M-V with the def2-TZVPD basis set.

multiplicity: 1
largest force on an atom: 1.582 eV/Å
LUMO level: 4.5 eV
ΔE to the lowest compared entry with this formula, charge and spin: 27.9 kcal per mole
total charge: -1
molecular weight: 45.06 Da
HOMO level: -2.2 eV

Each line ends with the Mulliken charge.
Element x y z (Å)
O 1.18295 -1.25785 1.29915  -1.134
H 0.35748 -1.72791 1.17163  0.142
C 0.04130 0.71815 -0.82115  -0.501
C -1.28986 0.67978 -0.69877  -0.498
H 0.51760 1.60432 -1.23372  0.206
H 0.71871 0.17595 -0.15244  0.338
H -1.86527 1.59929 -0.76685  0.227
H -1.71307 -0.15267 -0.14322  0.218

Forces on atoms 1 to 2 (eV/Å):
O 0.3 0.3 0.0
H -0.3 -0.2 0.0

=====

7.
This record from OMol25 describes a structure of composition C2H5O2P in a non-equilibrium geometry. The level of theory is ωB97M-V with the def2-TZVPD basis set.

multiplicity: 1
largest force on an atom: 4.521 eV/Å
LUMO level: 0.9 eV
ΔE to the lowest compared entry with this formula, charge and spin: 4.3 kcal per mole
total charge: 0
molecular weight: 92.03 Da
HOMO level: -10.5 eV

Each line ends with the Mulliken charge.
Element x y z (Å)
C -0.24301 0.45932 -0.81221  -0.230
C 0.12689 -0.68364 0.08614  -0.648
O 2.95828 -0.41502 -0.08330  -0.581
O 0.92587 1.28322 -0.62010  -0.410
P 1.74156 0.23623 0.38601  0.667
H -0.20792 0.32646 -1.86262  0.232
H -1.03839 0.97985 -0.50572  0.290
H -0.56000 -0.88655 0.82943  0.341
H 0.29591 -1.65477 -0.32049  0.291
H 2.06814 0.97562 1.40458  0.047

Forces on atoms 1 to 2 (eV/Å):
C 3.3 -0.9 -1.1
C 1.5 0.2 0.0

=====

8.
This record from OMol25 describes an isolated molecule of C2H5O2PS2 in a non-equilibrium geometry. The level of theory is ωB97M-V with the def2-TZVPD basis set.

multiplicity: 1
largest force on an atom: 4.490 eV/Å
LUMO level: -1.2 eV
ΔE to the lowest compared entry with this formula, charge and spin: 62.3 kcal per mole
total charge: 0
molecular weight: 156.17 Da
HOMO level: -9.3 eV

Each line ends with the Mulliken charge.
Element x y z (Å)
C 0.36235 1.17905 0.17356  -0.557
C 0.32612 -0.10627 1.01898  -0.250
O -0.38140 0.99204 -0.99134  -0.596
O -0.93976 -0.75906 0.98337  -0.264
P -2.14672 -0.31845 0.00963  0.652
S -3.83542 0.09315 0.75828  -0.260
S -2.22103 -1.63899 -1.66746  -0.178
H -0.24644 1.93976 0.63827  0.306
H 1.31618 1.44813 -0.11557  0.404
H 1.21695 -0.66744 0.65237  0.285
H 0.43110 0.34311 2.01637  0.283
H -0.97271 -1.98357 -1.37039  0.175

Forces on atoms 1 to 2 (eV/Å):
C -4.4 -0.8 -0.8
C 1.5 1.8 0.1

=====

9.
This record from OMol25 describes a cluster of 2 separate species, C2H5O2S2 in total in a non-equilibrium geometry. The level of theory is ωB97M-V with the def2-TZVPD basis set.

multiplicity: 1
largest force on an atom: 3.506 eV/Å
LUMO level: 3.6 eV
ΔE to the lowest compared entry with this formula, charge and spin: 37.3 kcal per mole
total charge: -1
molecular weight: 125.19 Da
HOMO level: -3.8 eV

Each line ends with the Mulliken charge.
Element x y z (Å)
C -1.55483 0.85401 0.20991  -0.755
S -2.11186 -0.85397 -0.11963  -0.181
S -0.99574 -2.08793 -1.52473  -0.525
H -1.63997 1.06023 1.28972  0.259
H -0.57038 1.28484 0.10437  0.296
H -2.20342 1.52428 -0.44689  0.237
H 0.20431 -1.19374 -0.82876  0.399
O 1.16999 -0.40644 -0.31618  -0.539
C 2.27485 -0.15046 0.37238  0.124
O 2.82688 -0.90326 1.13439  -0.587
H 2.60017 0.87244 0.12543  0.272

Forces on atoms 1 to 2 (eV/Å):
C -0.8 1.6 -0.9
S 0.0 -0.8 0.1

=====

10.
This record from OMol25 describes a structure of composition C2H5O2S2 in a non-equilibrium geometry. The level of theory is ωB97M-V with the def2-TZVPD basis set.

multiplicity: 1
largest force on an atom: 1.093 eV/Å
LUMO level: 3.5 eV
ΔE to the lowest compared entry with this formula, charge and spin: 8.3 kcal per mole
total charge: -1
molecular weight: 125.19 Da
HOMO level: -3.7 eV

Each line ends with the Mulliken charge.
Element x y z (Å)
C -0.22189 -1.89492 -0.49912  -0.705
S 1.47416 -1.37363 -0.88987  -0.160
S 1.15702 0.37403 -1.86015  -0.516
H -0.81378 -1.77944 -1.40404  0.255
H -0.21171 -2.93099 -0.18309  0.266
H -0.63923 -1.16889 0.18375  0.201
H 0.54677 1.26301 -0.62789  0.273
O -0.20075 1.95831 0.07396  -0.486
C -0.33459 1.88781 1.34813  0.144
O -1.38807 1.79888 1.95391  -0.569
H 0.63208 1.86583 1.90442  0.297

Forces on atoms 1 to 2 (eV/Å):
C 0.2 0.7 -0.8
S 0.2 -0.7 0.4

=====

no.,energy (hartree)
1,-531.9634
2,-930.2883
3,-930.2298
4,-423.3183
5,-154.3661
6,-154.3687
7,-571.0281
8,-1367.3591
9,-1026.0783
10,-1026.1246